Density functional theory data (the ωB97M-V functional and the def2-TZVPD basis) for a cluster of 8 separate species, C39H44ClN5O6 in total at a distorted geometry.

```
95
Properties=species:S:1:pos:R:3
C 7.092 -9.081 40.948
C 6.900 -9.935 39.630
N 5.366 -9.917 39.308
C 4.863 -10.191 38.069
C 3.407 -10.131 38.202
N 3.126 -9.943 39.488
C 4.288 -9.776 40.162
C 1.780 -9.823 39.951
H 6.730 -8.143 40.592
H 8.165 -8.868 41.302
H 6.552 -9.746 41.689
H 7.019 -10.917 39.921
H 7.559 -9.585 38.939
H 5.470 -10.541 37.209
H 2.753 -10.402 37.309
H 4.361 -9.595 41.380
H 1.422 -8.985 40.366
H 1.503 -10.391 40.874
H 1.358 -10.135 39.057
Cl 0.913 -9.485 35.329
N 4.633 -13.276 35.807
C 5.087 -14.288 36.511
C 4.335 -15.362 36.958
C 2.923 -15.332 36.747
C 2.346 -14.175 36.110
C 3.264 -13.105 35.707
H 6.225 -14.318 36.840
H 4.747 -16.229 37.631
H 2.365 -16.161 37.238
H 1.456 -13.670 36.155
H 2.973 -12.336 35.105
N 6.542 -13.202 41.616
C 5.202 -13.158 41.289
C 4.198 -13.096 42.266
C 4.469 -12.947 43.646
C 5.804 -12.841 43.896
C 6.776 -12.878 42.896
H 4.802 -13.296 40.203
H 3.132 -13.223 41.994
H 3.662 -13.095 44.513
H 6.030 -12.684 45.078
H 7.962 -12.814 43.199
N 5.847 -5.991 44.100
C 6.979 -6.084 43.342
C 8.334 -6.216 43.843
C 8.445 -6.545 45.137
C 7.291 -6.427 45.994
C 6.076 -6.191 45.406
H 6.806 -5.901 42.265
H 9.302 -6.049 43.315
H 9.518 -6.828 45.541
H 7.263 -6.650 47.116
H 5.299 -6.099 46.023
C 1.802 -7.496 44.204
C 0.334 -7.021 43.854
C -0.611 -8.006 43.584
C -0.132 -9.352 43.568
C 1.245 -9.801 43.770
C 2.094 -8.902 44.161
O 3.366 -9.276 44.355
O -1.881 -7.776 43.224
H 2.397 -6.674 44.311
H 0.107 -6.046 43.899
H -0.701 -9.959 43.210
H 1.308 -10.650 43.584
H 4.123 -8.798 44.745
H -2.261 -6.938 43.105
C -3.807 -9.243 37.239
C -2.400 -9.051 37.026
C -1.620 -8.831 38.201
C -2.233 -8.583 39.412
C -3.586 -8.756 39.547
C -4.388 -9.051 38.477
O -5.749 -9.194 38.692
O -0.315 -8.404 37.991
H -4.477 -9.673 36.373
H -1.994 -9.125 36.110
H -1.701 -8.295 40.148
H -3.891 -8.689 40.600
H -6.028 -9.882 38.002
H 0.057 -8.806 37.130
C 4.590 -6.548 38.327
C 3.934 -7.326 37.106
C 4.806 -7.832 36.121
C 6.209 -7.519 36.264
C 6.790 -6.966 37.356
C 6.006 -6.349 38.379
O 6.697 -5.502 39.190
O 4.235 -8.410 35.023
H 3.719 -6.251 38.930
H 2.843 -7.451 37.153
H 6.938 -7.530 35.438
H 7.817 -6.906 37.251
H 6.316 -5.131 39.951
H 3.212 -8.618 35.152
```

Calculated values
E_LUMO in eV: -0.102
DFT total energy in Eh: -2697.44566
Energy relative to the best compared isomer or geometry (same formula, charge and spin) in kJ/mol: 199.92
Charge: 0

Need the Löwdin charges? In units of e they are: atom 1 (C): -0.06, atom 2 (C): -0.08, atom 3 (N): -0.01, atom 4 (C): -0.01, atom 5 (C): -0.03, atom 6 (N): -0.09, atom 7 (C): -0.03, atom 8 (C): 0.02, atom 9 (H): 0.04, atom 10 (H): 0.11, atom 11 (H): 0.08, atom 12 (H): 0.07, atom 13 (H): 0.08, atom 14 (H): 0.15, atom 15 (H): 0.11, atom 16 (H): 0.21, atom 17 (H): 0.06, atom 18 (H): 0.12, atom 19 (H): 0.07, atom 20 (Cl): -0.25, atom 21 (N): 0.04, atom 22 (C): -0.23, atom 23 (C): -0.11, atom 24 (C): -0.07, atom 25 (C): -0.02, atom 26 (C): -0.09, atom 27 (H): 0.13, atom 28 (H): 0.13, atom 29 (H): 0.10, atom 30 (H): 0.06, atom 31 (H): 0.06, atom 32 (N): 0.04, atom 33 (C): -0.16, atom 34 (C): -0.11, atom 35 (C): -0.11, atom 36 (C): -0.14, atom 37 (C): -0.19, atom 38 (H): 0.13, atom 39 (H): 0.10, atom 40 (H): 0.16, atom 41 (H): 0.15, atom 42 (H): 0.15, atom 43 (N): 0.07, atom 44 (C): -0.12, atom 45 (C): -0.09, atom 46 (C): -0.11, atom 47 (C): -0.06, atom 48 (C): -0.20, atom 49 (H): 0.09, atom 50 (H): 0.12, atom 51 (H): 0.14, atom 52 (H): 0.13, atom 53 (H): 0.06, atom 54 (C): 0.09, atom 55 (C): 0.06, atom 56 (C): -0.32, atom 57 (C): 0.08, atom 58 (C): 0.01, atom 59 (C): -0.38, atom 60 (O): 0.02, atom 61 (O): 0.08, atom 62 (H): 0.05, atom 63 (H): 0.05, atom 64 (H): 0.01, atom 65 (H): 0.00, atom 66 (H): 0.12, atom 67 (H): 0.09, atom 68 (C): -0.02, atom 69 (C): 0.02, atom 70 (C): -0.29, atom 71 (C): -0.03, atom 72 (C): -0.02, atom 73 (C): -0.36, atom 74 (O): 0.00, atom 75 (O): -0.08, atom 76 (H): 0.15, atom 77 (H): 0.04, atom 78 (H): 0.04, atom 79 (H): 0.12, atom 80 (H): 0.13, atom 81 (H): -0.07, atom 82 (C): 0.04, atom 83 (C): 0.01, atom 84 (C): -0.36, atom 85 (C): -0.03, atom 86 (C): -0.06, atom 87 (C): -0.33, atom 88 (O): 0.04, atom 89 (O): -0.03, atom 90 (H): 0.09, atom 91 (H): 0.10, atom 92 (H): 0.12, atom 93 (H): 0.09, atom 94 (H): 0.07, atom 95 (H): 0.04